#a
{"formula": "C32H22F3GeN2O3S3Tc", "method": "ωB97M-V/def2-TZVPD", "species": ["Tc", "F", "C", "F", "F", "C", "C", "C", "C", "N", "C", "S", "H", "H", "H", "O", "C", "O", "C", "C", "C", "C", "C", "C", "S", "H", "H", "H", "H", "O", "S", "N", "C", "Ge", "C", "C", "C", "C", "C", "C", "C", "C", "C", "C", "C", "C", "C", "C", "C", "C", "C", "C", "H", "H", "H", "H", "H", "H", "H", "H", "H", "H", "H", "H", "H", "H", "H"], "positions_angstrom": [[1.86, -0.46, 1.26], [4.89, -4.94, 0.90], [3.69, -5.37, 1.33], [3.56, -6.64, 0.91], [3.73, -5.40, 2.66], [2.57, -4.51, 0.80], [1.64, -5.03, -0.05], [0.62, -4.23, -0.58], [0.61, -2.91, -0.24], [1.51, -2.39, 0.61], [2.49, -3.15, 1.17], [3.48, -2.24, 2.22], [1.69, -6.08, -0.32], [-0.13, -4.63, -1.25], [-0.14, -2.23, -0.62], [5.25, 1.49, -0.01], [4.17, 1.55, 0.51], [3.48, 0.48, 0.87], [3.49, 2.83, 0.85], [4.18, 3.80, 1.56], [3.57, 5.01, 1.88], [2.27, 5.26, 1.46], [1.59, 4.31, 0.73], [2.18, 3.08, 0.44], [1.17, 2.07, -0.63], [5.20, 3.60, 1.85], [4.11, 5.75, 2.45], [1.80, 6.20, 1.70], [0.58, 4.51, 0.37], [0.82, -0.13, 5.17], [0.19, -0.83, 4.07], [0.72, -0.63, 2.69], [0.67, 0.62, 0.12], [-1.15, 0.31, -0.70], [-2.18, 1.89, -0.25], [-3.33, 2.17, -0.98], [-4.15, 3.24, -0.65], [-3.83, 4.04, 0.43], [-2.69, 3.78, 1.18], [-1.87, 2.71, 0.84], [-2.13, -1.14, 0.16], [-2.31, -1.03, 1.54], [-3.05, -1.97, 2.24], [-3.63, -3.04, 1.58], [-3.49, -3.15, 0.20], [-2.75, -2.21, -0.50], [-0.95, 0.16, -2.62], [-0.83, 1.32, -3.37], [-0.68, 1.27, -4.75], [-0.66, 0.04, -5.40], [-0.78, -1.13, -4.67], [-0.92, -1.07, -3.29], [-3.60, 1.55, -1.84], [-5.05, 3.44, -1.23], [-4.47, 4.88, 0.70], [-2.43, 4.40, 2.02], [-0.99, 2.52, 1.43], [-1.88, -0.19, 2.07], [-3.17, -1.87, 3.31], [-4.21, -3.77, 2.12], [-3.96, -3.97, -0.33], [-2.68, -2.31, -1.57], [-0.87, 2.29, -2.89], [-0.58, 2.18, -5.32], [-0.54, 0.00, -6.48], [-0.76, -2.09, -5.17], [-0.97, -2.00, -2.74]], "lowdin_charge": [1.25, 0.15, -0.61, 0.13, 0.14, -0.11, 0.02, -0.03, -0.10, -0.13, -0.69, 0.70, 0.13, 0.11, 0.05, 0.13, -0.55, -0.28, -0.15, 0.00, -0.06, -0.07, -0.10, -0.42, 0.97, 0.13, 0.11, 0.11, 0.10, -0.52, 0.78, -0.58, -0.65, 0.90, -0.29, -0.10, -0.08, -0.09, -0.08, -0.12, -0.29, -0.13, -0.08, -0.08, -0.08, -0.11, -0.28, -0.12, -0.08, -0.08, -0.08, -0.11, 0.11, 0.10, 0.10, 0.10, 0.09, 0.07, 0.10, 0.10, 0.10, 0.09, 0.09, 0.11, 0.10, 0.10, 0.07], "homo_energy_ev": [-8.2, -8.2], "charge": 0, "orbital_gap_ev": [6.609, 6.612]}

#b
{"formula": "C32H22F3GeN2O3S3Tc", "method": "ωB97M-V/def2-TZVPD", "species": ["Tc", "F", "C", "F", "F", "C", "C", "C", "C", "N", "C", "S", "H", "H", "H", "O", "C", "O", "C", "C", "C", "C", "C", "C", "S", "H", "H", "H", "H", "O", "S", "N", "C", "Ge", "C", "C", "C", "C", "C", "C", "C", "C", "C", "C", "C", "C", "C", "C", "C", "C", "C", "C", "H", "H", "H", "H", "H", "H", "H", "H", "H", "H", "H", "H", "H", "H", "H"], "positions_angstrom": [[0.74, -0.81, 0.62], [0.06, -3.88, -5.05], [0.01, -2.89, -4.14], [0.67, -1.84, -4.65], [-1.28, -2.53, -4.03], [0.58, -3.33, -2.82], [1.08, -4.61, -2.66], [1.61, -5.00, -1.44], [1.62, -4.08, -0.41], [1.14, -2.85, -0.56], [0.63, -2.45, -1.74], [0.09, -0.80, -1.72], [1.05, -5.30, -3.50], [2.01, -5.99, -1.29], [2.00, -4.33, 0.57], [-2.51, -3.30, 0.66], [-1.47, -2.83, 1.05], [-1.12, -1.59, 0.79], [-0.53, -3.67, 1.88], [-0.74, -5.04, 1.86], [0.07, -5.91, 2.56], [1.11, -5.41, 3.33], [1.33, -4.04, 3.38], [0.52, -3.17, 2.66], [0.84, -1.43, 2.83], [-1.57, -5.40, 1.26], [-0.11, -6.98, 2.52], [1.75, -6.07, 3.89], [2.13, -3.64, 3.99], [4.29, -0.18, -1.63], [3.99, -0.31, -0.22], [2.57, -0.46, 0.19], [0.31, 0.80, 0.77], [-0.39, 2.61, 0.28], [-2.28, 2.49, 0.63], [-3.00, 3.61, 1.05], [-4.36, 3.52, 1.28], [-5.02, 2.31, 1.09], [-4.31, 1.19, 0.68], [-2.95, 1.28, 0.44], [0.10, 2.59, -1.59], [-0.89, 2.57, -2.57], [-0.54, 2.37, -3.90], [0.79, 2.18, -4.25], [1.78, 2.20, -3.28], [1.44, 2.42, -1.95], [0.55, 3.90, 1.37], [0.51, 3.78, 2.76], [1.17, 4.70, 3.56], [1.88, 5.74, 2.97], [1.93, 5.87, 1.59], [1.27, 4.95, 0.79], [-2.49, 4.55, 1.21], [-4.91, 4.39, 1.61], [-6.08, 2.24, 1.28], [-4.82, 0.24, 0.55], [-2.42, 0.38, 0.14], [-1.93, 2.68, -2.30], [-1.31, 2.33, -4.66], [1.05, 1.99, -5.29], [2.81, 2.04, -3.55], [2.21, 2.42, -1.20], [-0.04, 2.98, 3.22], [1.14, 4.61, 4.64], [2.40, 6.46, 3.60], [2.49, 6.67, 1.14], [1.32, 5.04, -0.29]], "lowdin_charge": [1.12, 0.13, -0.60, 0.13, 0.14, -0.11, 0.02, -0.03, -0.10, -0.04, -0.61, 0.78, 0.13, 0.11, 0.12, 0.08, -0.58, -0.32, -0.18, -0.02, -0.07, -0.08, -0.13, -0.59, 0.67, 0.12, 0.10, 0.10, 0.10, -0.51, 0.80, -0.58, -0.32, 0.96, -0.29, -0.11, -0.09, -0.08, -0.07, -0.09, -0.33, -0.11, -0.08, -0.08, -0.08, -0.14, -0.29, -0.11, -0.08, -0.08, -0.08, -0.10, 0.10, 0.10, 0.10, 0.11, 0.08, 0.10, 0.11, 0.11, 0.11, 0.10, 0.11, 0.11, 0.10, 0.10, 0.10], "homo_energy_ev": -8.5, "charge": 0, "orbital_gap_ev": 6.424}

Most stable structure: #b

#a
{"formula": "C3H4FN3O", "method": "ωB97M-V/def2-TZVPD", "species": ["N", "C", "C", "C", "F", "N", "O", "N", "H", "H", "H", "H"], "positions_angstrom": [[0.11, 2.12, 1.12], [0.25, 0.80, 0.46], [1.38, 0.06, 0.04], [0.72, -1.07, -0.47], [1.18, -2.28, -0.94], [-0.61, -0.83, -0.65], [-1.67, -1.76, -1.21], [-0.88, 0.23, 0.06], [0.41, 1.94, 2.20], [-1.04, 2.14, 1.34], [2.45, -0.14, 0.00], [-2.30, -1.22, -1.95]], "lowdin_charge": [0.01, -0.42, 0.06, -0.26, 0.07, -0.11, -0.01, 0.07, 0.12, 0.15, 0.12, 0.21], "homo_energy_ev": -9.1, "charge": 0, "orbital_gap_ev": 9.371}

#b
{"formula": "C3H4FN3O", "method": "ωB97M-V/def2-TZVPD", "species": ["C", "C", "N", "N", "N", "O", "C", "F", "H", "H", "H", "H"], "positions_angstrom": [[0.71, -1.95, -0.48], [0.22, -0.52, -0.25], [1.06, 0.48, -0.70], [0.56, 1.60, -0.48], [-0.68, 1.41, 0.06], [-1.06, 2.54, 0.99], [-0.87, 0.13, 0.43], [-2.17, -0.21, 0.74], [0.02, -2.49, 0.28], [0.58, -2.25, -1.58], [1.82, -1.90, -0.31], [-0.19, 3.14, 1.31]], "lowdin_charge": [-0.05, -0.25, 0.03, 0.02, -0.09, -0.05, -0.18, 0.08, 0.11, 0.09, 0.09, 0.20], "homo_energy_ev": -9.7, "charge": 0, "orbital_gap_ev": 9.324}

Most stable structure: #a

#a
{"formula": "C2H2N2O3", "method": "ωB97M-V/def2-TZVPD", "species": ["C", "C", "N", "N", "O", "O", "O", "H", "H"], "positions_angstrom": [[0.52, 0.42, -0.82], [3.50, -0.74, 0.07], [0.16, -0.21, 0.14], [1.75, 2.08, -0.44], [2.57, 1.83, 0.36], [3.00, -0.68, -0.95], [3.97, -0.84, 1.12], [0.79, 0.16, -1.89], [-0.43, -1.08, 0.02]], "lowdin_charge": [-0.16, -0.46, 0.05, 0.04, -0.04, 0.18, 0.21, 0.08, 0.09], "homo_energy_ev": [-7.8, -7.8], "charge": 0, "orbital_gap_ev": [7.752, 7.750]}

#b
{"formula": "C2H2N2O3", "method": "ωB97M-V/def2-TZVPD", "species": ["O", "C", "N", "C", "O", "N", "O", "H", "H"], "positions_angstrom": [[-0.05, -0.76, -2.22], [0.02, -0.24, -1.17], [-0.27, 0.96, -0.41], [-0.17, 0.61, 0.82], [-0.36, 1.33, 1.75], [0.38, -0.67, 1.03], [0.37, -1.31, -0.21], [-0.66, 2.29, 1.51], [1.18, -0.58, 1.61]], "lowdin_charge": [0.15, -0.43, 0.21, -0.60, 0.22, 0.08, 0.00, 0.23, 0.14], "homo_energy_ev": -9.8, "charge": 0, "orbital_gap_ev": 9.877}

Most stable structure: #b

#a
{"formula": "C2H2N2O3", "method": "ωB97M-V/def2-TZVPD", "species": ["O", "C", "C", "N", "O", "N", "O", "H", "H"], "positions_angstrom": [[-1.94, 0.54, 0.67], [-0.78, 0.38, 0.20], [0.37, 1.35, 0.31], [1.30, 0.85, -0.31], [1.02, -0.33, -0.92], [-0.20, -0.74, -0.29], [-0.01, -1.96, 0.34], [0.35, 2.47, 0.43], [-0.10, -2.56, -0.42]], "lowdin_charge": [0.06, -0.37, -0.04, 0.06, 0.00, -0.10, 0.10, 0.16, 0.13], "homo_energy_ev": -10.3, "charge": 0, "orbital_gap_ev": 9.959}

#b
{"formula": "C2H2N2O3", "method": "ωB97M-V/def2-TZVPD", "species": ["O", "C", "N", "C", "O", "N", "O", "H", "H"], "positions_angstrom": [[-3.25, -0.42, -0.23], [-2.12, -0.19, -0.03], [-1.04, 0.23, 0.41], [0.36, -0.12, 0.37], [0.66, -0.80, -0.74], [1.14, 1.16, 0.37], [2.04, 1.14, -0.44], [0.65, -0.62, 1.30], [1.57, -0.39, -1.01]], "lowdin_charge": [0.16, -0.26, 0.18, -0.47, 0.00, 0.07, 0.03, 0.16, 0.12], "homo_energy_ev": -10.4, "charge": 0, "orbital_gap_ev": 9.274}

Most stable structure: #b

#a
{"formula": "C5H9NS", "method": "ωB97M-V/def2-TZVPD", "species": ["C", "C", "C", "C", "C", "H", "H", "H", "H", "H", "H", "H", "H", "H", "N", "S"], "positions_angstrom": [[2.20, 0.14, -0.49], [-0.11, 0.44, 0.78], [-1.02, 1.41, 0.09], [-1.32, -1.31, 0.16], [-0.05, -0.75, -0.14], [1.85, 0.91, -1.19], [3.15, 0.48, 0.24], [2.49, -0.88, -1.02], [-0.53, -0.06, 1.61], [-0.63, 2.10, -0.80], [-1.46, 2.00, 1.03], [-1.63, -1.69, 1.10], [-1.72, -2.20, -0.34], [-0.06, -0.52, -1.30], [1.15, -0.23, 0.56], [-2.31, 0.14, -0.29]], "lowdin_charge": [-0.09, -0.39, -0.40, -0.48, -0.40, 0.06, 0.13, 0.11, 0.12, 0.13, 0.11, 0.07, 0.09, 0.16, -0.06, 0.85], "homo_energy_ev": -8.1, "charge": 0, "orbital_gap_ev": 9.046}

#b
{"formula": "C5H9NS", "method": "ωB97M-V/def2-TZVPD", "species": ["C", "C", "N", "S", "C", "C", "C", "H", "H", "H", "H", "H", "H", "H", "H", "H"], "positions_angstrom": [[-3.02, -0.56, 0.21], [-2.22, 0.68, -0.11], [-0.98, 0.79, -0.44], [-0.09, -0.68, -0.30], [1.54, -0.07, -0.62], [2.24, 0.81, 0.35], [2.72, -0.62, 0.13], [-2.81, -0.93, 1.21], [-4.07, -0.30, 0.14], [-2.77, -1.39, -0.52], [-2.73, 1.66, -0.14], [1.70, 0.18, -1.67], [2.75, 1.65, -0.05], [1.72, 1.00, 1.28], [2.41, -1.35, 0.92], [3.63, -0.86, -0.38]], "lowdin_charge": [-0.12, -0.34, -0.27, 0.90, -0.64, -0.16, -0.15, 0.07, 0.06, 0.08, 0.10, 0.10, 0.08, 0.10, 0.10, 0.09], "homo_energy_ev": -8.4, "charge": 0, "orbital_gap_ev": 9.424}

Most stable structure: #b

#a
{"formula": "CH2IPS", "method": "ωB97M-V/def2-TZVPD", "species": ["S", "C", "P", "I", "H", "H"], "positions_angstrom": [[3.43, -0.12, 0.72], [1.97, 0.29, 0.39], [0.37, 0.81, 0.04], [0.54, 2.67, 2.09], [0.55, -0.36, -0.94], [0.06, 0.03, 1.13]], "lowdin_charge": [0.86, -1.06, 0.42, -0.10, -0.03, -0.09], "homo_energy_ev": -7.9, "charge": 0, "orbital_gap_ev": 5.952}

#b
{"formula": "CH2IPS", "method": "ωB97M-V/def2-TZVPD", "species": ["C", "P", "S", "I", "H", "H"], "positions_angstrom": [[-1.87, 0.75, 0.12], [-0.60, -0.61, -0.05], [-0.21, -2.58, 0.02], [-3.87, 0.21, 0.00], [-0.62, -0.20, -1.27], [0.55, 0.17, 0.10]], "lowdin_charge": [-0.78, 0.12, 0.03, 0.75, -0.09, -0.03], "homo_energy_ev": -8.9, "charge": 0, "orbital_gap_ev": 6.780}

Most stable structure: #a